#A
Below is 3 unconnected molecules or ions with the total composition C3H7O2, with properties calculated with ωB97M-V/def2-TZVPD.

Each line ends with the Mulliken charge.
Element x y z (Å)
C (-1.165, -2.310, 0.454)  -0.008
O (-2.021, -3.016, 0.907)  -0.426
H (-0.900, -2.255, -0.617)  0.191
H (-0.527, -1.634, 1.050)  0.218
H (2.156, 0.749, 5.443)  0.048
C (0.172, 1.553, -1.687)  -0.870
C (0.889, 2.175, -0.684)  -0.033
O (1.960, 1.815, -0.135)  -0.735
H (-0.827, 1.935, -1.937)  0.168
H (0.341, 0.555, -2.091)  0.271
H (0.557, 3.239, -0.579)  0.224
H (1.865, 0.818, 4.756)  -0.048

Orbital gap, eV: 5.82
Lowest unoccupied orbital energy, eV: 3.6
Net charge: -1

=====

#B
Below is a molecular structure, C3H7O2, with properties calculated with ωB97M-V/def2-TZVPD.

Each line ends with the Mulliken charge.
Element x y z (Å)
C (1.471, 0.549, -0.552)  0.135
O (2.350, 1.425, -0.706)  -0.529
H (1.130, -0.057, 0.375)  0.102
H (0.566, 0.375, -1.169)  0.209
H (-1.104, 4.581, 3.966)  0.002
C (-1.057, -2.271, 0.156)  -0.731
C (-1.168, -0.924, 0.464)  -0.350
O (-1.398, 0.086, -0.376)  -0.754
H (-1.100, -3.243, 0.708)  0.281
H (-0.948, -2.464, -0.875)  0.199
H (-0.974, -0.619, 1.475)  0.438
H (-0.669, 5.219, 3.770)  -0.002

Orbital gap, eV: 6.90
Lowest unoccupied orbital energy, eV: 4.2
Net charge: -1

=====

Most stable: #A

=====

#A
Below is 3 unconnected molecules or ions with the total composition C3H7O2, with properties calculated with ωB97M-V/def2-TZVPD.

Each line ends with the Mulliken charge.
Element x y z (Å)
C (1.525, -0.396, 0.420)  0.125
O (2.726, -0.583, 0.261)  -0.538
H (0.675, -1.132, 0.586)  0.211
H (1.129, 0.635, 0.284)  0.159
H (-4.555, 1.236, 2.539)  -0.048
C (-1.199, 0.295, 0.715)  -0.940
C (-1.177, 0.453, -0.655)  0.058
O (-0.685, -0.230, -1.639)  -0.715
H (-1.034, 1.078, 1.529)  0.224
H (-1.256, -0.732, 1.301)  0.217
H (-1.405, 1.555, -1.014)  0.211
H (-4.776, 1.752, 2.920)  0.037

Orbital gap, eV: 6.91
Lowest unoccupied orbital energy, eV: 4.2
Net charge: -1

=====

#B
Below is 3 unconnected molecules or ions with the total composition C3H7O2, with properties calculated with ωB97M-V/def2-TZVPD.

Each line ends with the Mulliken charge.
Element x y z (Å)
C (-0.777, -1.115, -1.455)  0.040
O (-0.456, -1.564, -2.568)  -0.523
H (0.143, -0.785, -0.865)  0.144
H (-1.853, -0.776, -1.163)  0.247
H (4.591, 0.267, -1.687)  0.005
C (-1.548, 0.894, 2.112)  -0.898
C (-0.589, 0.600, 1.023)  0.026
O (-0.293, 1.245, -0.119)  -0.727
H (-1.924, 0.144, 2.871)  0.226
H (-1.985, 1.846, 2.007)  0.250
H (0.158, -0.358, 1.193)  0.215
H (4.534, -0.399, -1.349)  -0.004

Orbital gap, eV: 6.89
Lowest unoccupied orbital energy, eV: 4.2
Net charge: -1

=====

Most stable: #A

=====

#A
Below is a gas-phase ion, C3H7O2 (charge -1), with properties calculated with ωB97M-V/def2-TZVPD.

Each line ends with the Mulliken charge.
Element x y z (Å)
C (-0.329, -0.003, 0.180)  -0.376
C (0.137, 0.538, -1.157)  -0.326
O (-1.043, 0.954, -1.881)  -0.495
C (0.699, -0.919, 0.945)  -0.395
O (0.532, -0.721, 2.292)  -0.915
H (-1.217, -0.620, 0.065)  0.265
H (-0.454, 0.840, 0.863)  0.154
H (0.807, 1.400, -1.026)  0.244
H (0.688, -0.221, -1.734)  0.277
H (-0.778, 1.364, -2.715)  0.256
H (0.446, -2.002, 0.682)  0.122
H (1.745, -0.686, 0.696)  0.189

Structure (SMILES): [O-]CCCO
Orbital gap, eV: 5.56
Lowest unoccupied orbital energy, eV: 3.6
Net charge: -1

=====

#B
Below is 3 unconnected molecules or ions with the total composition C3H7O2, with properties calculated with ωB97M-V/def2-TZVPD.

Each line ends with the Mulliken charge.
Element x y z (Å)
C (-2.388, 0.685, -0.997)  0.037
O (-2.493, 1.665, -1.694)  -0.446
H (-2.947, 0.640, -0.036)  0.183
H (-1.578, -0.068, -1.027)  0.133
H (1.728, -1.501, 5.592)  -0.006
C (1.004, 0.678, -1.278)  -0.840
C (0.831, -0.666, -1.085)  -0.030
O (0.014, -1.270, -0.296)  -0.795
H (1.723, 1.150, -1.935)  0.247
H (0.482, 1.390, -0.645)  0.187
H (1.414, -1.379, -1.678)  0.323
H (2.209, -1.324, 5.080)  0.006

Orbital gap, eV: 6.70
Lowest unoccupied orbital energy, eV: 4.3
Net charge: -1

=====

Most stable: #A

=====

#A
Below is 2 unconnected molecules or ions with the total composition C4H10NP, with properties calculated with ωB97M-V/def2-TZVPD.

Each line ends with the Mulliken charge.
Element x y z (Å)
C (2.182, 0.660, 0.165)  -0.328
C (1.300, 0.312, -1.039)  -0.557
C (-1.807, 1.162, 0.666)  -1.069
C (-0.744, -1.825, 0.287)  -1.041
N (1.477, -0.122, 1.299)  -0.672
P (0.194, -0.323, 0.411)  0.515
H (3.132, 0.095, -0.091)  0.223
H (2.413, 1.683, 0.432)  0.292
H (0.909, 1.100, -1.764)  0.274
H (1.763, -0.423, -1.666)  0.299
H (-2.516, 0.905, -0.167)  0.302
H (-2.222, 0.724, 1.641)  0.292
H (-1.559, 2.207, 0.478)  0.334
H (-0.982, -1.877, -0.746)  0.388
H (-0.096, -2.601, 0.442)  0.417
H (-1.733, -1.826, 0.740)  0.331

Orbital gap, eV: 8.49
Lowest unoccupied orbital energy, eV: 0.8

=====

#B
Below is a single C4H10NP molecule, with properties calculated with ωB97M-V/def2-TZVPD.

Each line ends with the Mulliken charge.
Element x y z (Å)
C (-0.296, -0.550, 1.362)  -1.467
C (-0.180, -0.696, -1.093)  -1.731
C (-0.530, 1.607, -0.161)  -1.337
C (0.127, 0.248, 0.074)  1.208
N (2.783, -0.620, -0.339)  -0.487
P (1.996, 0.618, 0.083)  -0.019
H (-0.445, 0.069, 2.273)  0.347
H (-1.299, -0.982, 1.154)  0.311
H (0.448, -1.311, 1.383)  0.499
H (0.074, -0.206, -2.007)  0.406
H (0.315, -1.642, -0.993)  0.474
H (-1.251, -0.964, -0.956)  0.487
H (0.042, 2.349, -0.624)  0.424
H (-1.554, 1.285, -0.677)  0.278
H (-1.061, 2.076, 0.698)  0.320
H (3.813, -0.365, -0.169)  0.288

Structure (SMILES): [H]/N=P/C(C)(C)C
Orbital gap, eV: 8.77
Lowest unoccupied orbital energy, eV: 0.1

=====

Most stable: #B

=====

#A
Below is 2 unconnected molecules or ions with the total composition C11H19NO2, with properties calculated with ωB97M-V/def2-TZVPD.

Each line ends with the Mulliken charge.
Element x y z (Å)
C (5.345, -0.954, 0.440)  0.771
C (-0.096, -1.381, -0.338)  -0.715
C (1.434, 1.707, -0.613)  -0.323
C (-0.197, -0.017, 0.179)  -0.293
C (-1.188, -0.971, 0.638)  1.392
C (0.239, 1.328, 0.202)  1.279
C (-0.148, -1.627, -1.852)  -2.118
C (2.642, 1.024, 0.079)  -1.067
C (-1.038, -1.442, 2.089)  -1.661
C (-2.612, -1.118, 0.105)  -1.866
C (-0.364, 2.337, 1.051)  -2.061
N (1.132, 1.385, -2.043)  -0.590
O (4.973, -1.849, -0.180)  -0.368
O (5.852, -0.109, 1.055)  -0.383
H (0.604, -1.964, 0.053)  0.788
H (1.412, 2.721, -0.441)  0.631
H (-0.279, -0.718, -2.377)  0.480
H (-0.915, -2.302, -2.277)  0.405
H (0.672, -2.197, -2.208)  0.388
H (2.339, -0.088, -0.035)  0.223
H (2.504, 1.415, 1.015)  0.413
H (3.653, 1.348, -0.438)  0.301
H (-1.581, -2.345, 2.410)  0.414
H (-1.336, -0.657, 2.716)  0.342
H (-0.082, -1.755, 2.162)  0.453
H (-2.689, -1.086, -0.937)  0.465
H (-3.194, -0.365, 0.393)  0.457
H (-3.110, -1.995, 0.437)  0.407
H (-1.223, 2.062, 1.464)  0.590
H (-0.688, 3.147, 0.505)  0.494
H (0.196, 2.755, 1.927)  0.283
H (1.446, 2.194, -2.575)  0.245
H (1.613, 0.614, -2.451)  0.225

Structure (SMILES): C/C(=C1/[C@H](C)C1(C)C)[C@@H](C)N.O=C=O
Orbital gap, eV: 8.84
Lowest unoccupied orbital energy, eV: 0.6

=====

#B
Below is 2 unconnected molecules or ions with the total composition C11H19NO2, with properties calculated with ωB97M-V/def2-TZVPD.

Each line ends with the Mulliken charge.
Element x y z (Å)
C (-0.816, -3.723, 2.411)  -1.151
C (-0.104, -2.451, 1.830)  0.193
O (0.360, -2.796, 0.535)  -0.404
C (0.695, -1.677, -0.256)  -0.074
O (2.068, -1.484, -0.444)  -0.443
C (2.745, -1.229, 0.767)  -0.363
C (2.328, 0.098, 1.467)  -0.435
N (1.949, 1.183, 0.549)  -0.622
H (-1.761, -3.433, 2.888)  0.316
H (-0.954, -4.428, 1.583)  0.302
H (-0.131, -4.183, 3.138)  0.283
H (0.727, -2.212, 2.520)  0.098
H (-0.782, -1.581, 1.834)  0.198
H (0.279, -1.867, -1.259)  0.357
H (0.179, -0.777, 0.125)  0.025
H (2.596, -2.061, 1.481)  0.301
H (3.826, -1.191, 0.563)  0.351
H (1.459, -0.108, 2.120)  0.162
H (3.111, 0.478, 2.148)  0.357
H (0.967, 1.382, 0.650)  0.243
H (2.161, 0.965, -0.414)  0.301
C (-1.143, 2.023, -3.138)  -0.517
C (-1.536, 3.355, -3.161)  -0.336
C (-2.138, 3.923, -2.045)  -0.410
C (-2.340, 3.160, -0.902)  -0.385
C (-1.944, 1.829, -0.877)  -0.456
C (-1.350, 1.259, -1.996)  -0.081
H (-0.676, 1.580, -4.008)  0.371
H (-1.373, 3.951, -4.050)  0.364
H (-2.449, 4.960, -2.067)  0.358
H (-2.805, 3.604, -0.030)  0.364
H (-2.101, 1.234, 0.016)  0.429
H (-1.046, 0.220, -1.978)  0.303

Structure (SMILES): CCOCOCCN.c1ccccc1
Orbital gap, eV: 9.90
Lowest unoccupied orbital energy, eV: 0.8

=====

Most stable: #B

=====

#A
Below is a single C5H12OS molecule, with properties calculated with ωB97M-V/def2-TZVPD.

Each line ends with the Mulliken charge.
Element x y z (Å)
C (1.892, -0.081, -1.805)  -0.397
O (1.385, -0.536, -3.055)  -0.529
C (0.717, -0.173, -0.850)  -0.518
C (0.858, -0.638, 0.635)  -0.471
C (-0.173, -0.074, 1.563)  -0.829
S (-1.780, -0.891, 1.363)  -0.115
C (-2.863, 0.553, 1.396)  -0.791
H (2.277, 0.922, -1.925)  0.290
H (2.763, -0.691, -1.511)  0.262
H (1.772, -0.102, -3.818)  0.298
H (0.222, 0.825, -0.661)  0.211
H (-0.154, -0.584, -1.371)  0.392
H (1.836, -0.241, 0.930)  0.336
H (0.783, -1.742, 0.631)  0.248
H (-0.383, 1.002, 1.489)  0.403
H (0.020, -0.052, 2.676)  0.387
H (-3.928, 0.346, 1.223)  0.328
H (-2.752, 0.885, 2.433)  0.253
H (-2.493, 1.271, 0.656)  0.242

Structure (SMILES): CSCCCCO
Orbital gap, eV: 9.28
Lowest unoccupied orbital energy, eV: 0.9

=====

#B
Below is 2 unconnected molecules or ions with the total composition C5H12OS, with properties calculated with ωB97M-V/def2-TZVPD.

Each line ends with the Mulliken charge.
Element x y z (Å)
C (0.087, -1.575, 2.210)  -0.617
C (1.050, 0.062, -1.605)  -1.516
C (-0.523, 2.637, -0.776)  -1.023
C (0.200, -2.074, 0.843)  -0.557
C (-0.314, -0.074, -1.052)  -0.195
O (-1.916, 0.800, 0.864)  -0.617
S (-0.546, 0.944, 0.335)  0.400
H (-0.400, -0.619, 2.145)  0.126
H (-0.691, -2.030, 2.886)  0.270
H (0.978, -1.387, 2.702)  0.319
H (1.360, -0.889, -1.838)  0.426
H (1.552, 0.617, -0.914)  0.547
H (1.065, 0.483, -2.600)  0.310
H (0.382, 2.685, -1.218)  0.391
H (-0.716, 3.561, -0.106)  0.311
H (-1.418, 2.513, -1.352)  0.320
H (-0.405, -2.934, 0.419)  0.306
H (1.232, -1.862, 0.388)  0.226
H (-0.974, -0.858, -1.332)  0.572

Orbital gap (alpha / beta), eV: 8.43 / 7.81
Lowest unoccupied orbital energy (alpha / beta), eV: 0.6 / -0.1

=====

Most stable: #A

=====

#A
Below is a single C2H2N4 molecule, with properties calculated with ωB97M-V/def2-TZVPD.

Each line ends with the Mulliken charge.
Element x y z (Å)
C (0.745, 1.153, 0.245)  0.361
C (0.961, -1.112, -0.032)  0.281
N (1.119, 2.260, 0.315)  -0.399
N (1.730, -1.944, -0.118)  -0.330
N (-1.247, -0.237, -0.087)  -0.478
N (0.115, -0.003, 0.098)  0.090
H (-1.930, 0.127, 0.589)  0.259
H (-1.494, -0.245, -1.011)  0.216

Structure (SMILES): N#CN(N)C#N
Orbital gap, eV: 10.84
Lowest unoccupied orbital energy, eV: 0.3

=====

#B
Below is 3 unconnected molecules or ions with the total composition C2H2N4, with properties calculated with ωB97M-V/def2-TZVPD.

Each line ends with the Mulliken charge.
Element x y z (Å)
C (0.583, 2.314, -0.778)  0.185
C (-1.051, -0.719, 0.150)  0.109
N (0.954, -3.623, -2.864)  -0.151
N (0.632, 3.316, -1.315)  -0.330
N (-1.510, -0.040, -0.639)  -0.381
N (0.385, -2.796, -2.417)  0.150
H (0.545, 1.382, -0.280)  0.116
H (-0.629, -1.349, 0.890)  0.301

Structure (SMILES): C#N.C#N.N#N
Orbital gap, eV: 13.14
Lowest unoccupied orbital energy, eV: 0.6

=====

Most stable: #B

=====

#A
Below is a single C2H6N2 molecule, with properties calculated with ωB97M-V/def2-TZVPD.

Each line ends with the Mulliken charge.
Element x y z (Å)
C (-1.259, 0.065, 0.031)  -0.764
C (0.227, 0.311, 0.028)  0.543
H (-1.699, 0.812, -0.710)  0.236
H (-1.493, -0.992, -0.354)  0.281
H (-1.765, 0.287, 1.070)  0.198
H (0.581, -1.730, -0.075)  0.212
H (2.000, -0.842, -0.149)  0.209
H (1.734, 1.379, 0.039)  0.192
N (0.988, -0.803, 0.095)  -0.458
N (0.685, 1.513, 0.026)  -0.650

Structure (SMILES): [H]/N=C(/C)N
Orbital gap, eV: 10.07
Lowest unoccupied orbital energy, eV: 0.9

=====

#B
Below is a single C2H6N2 molecule, with properties calculated with ωB97M-V/def2-TZVPD.

Each line ends with the Mulliken charge.
Element x y z (Å)
C (-1.220, 0.529, 0.353)  -0.825
N (1.334, -0.012, -0.487)  -0.364
C (0.536, -0.954, 0.124)  0.121
N (-0.707, -0.846, 0.405)  -0.471
H (-0.533, 1.257, 0.782)  0.283
H (-2.190, 0.500, 0.829)  0.261
H (-1.391, 0.851, -0.689)  0.312
H (2.290, -0.279, -0.605)  0.207
H (1.027, 0.924, -0.612)  0.187
H (0.854, -1.972, -0.101)  0.288

Structure (SMILES): C/N=C\N
Orbital gap, eV: 10.05
Lowest unoccupied orbital energy, eV: 1.0

=====

#C
Below is a single C2H6N2 molecule, with properties calculated with ωB97M-V/def2-TZVPD.

Each line ends with the Mulliken charge.
Element x y z (Å)
C (1.092, 0.525, -0.137)  -0.897
N (-1.640, -0.206, 0.598)  -0.234
C (0.187, -0.699, -0.322)  -0.450
N (-1.154, -0.430, -0.572)  -0.191
H (-2.536, 0.305, 0.595)  0.237
H (-0.569, -0.566, 1.136)  0.457
H (0.620, -1.405, -1.032)  0.223
H (1.298, 1.016, -1.094)  0.257
H (2.043, 0.199, 0.285)  0.265
H (0.660, 1.261, 0.543)  0.333

Structure (SMILES): C/C=N\N
Orbital gap (alpha / beta), eV: 8.22 / 8.22
Lowest unoccupied orbital energy (alpha / beta), eV: 0.2 / 0.2

=====

#D
Below is a single C2H6N2 molecule, with properties calculated with ωB97M-V/def2-TZVPD.

Each line ends with the Mulliken charge.
Element x y z (Å)
C (-0.341, -1.178, 0.582)  -0.754
N (-0.146, -0.328, -0.691)  -0.229
C (0.347, 0.964, -0.579)  0.046
N (-0.105, 1.783, 0.231)  -0.606
H (-0.062, -2.280, 0.469)  0.270
H (-0.033, -0.631, 1.493)  0.296
H (-1.387, -1.137, 0.902)  0.254
H (-0.122, -0.777, -1.538)  0.216
H (1.289, 1.093, -1.241)  0.266
H (0.560, 2.492, 0.371)  0.240

Structure (SMILES): [H]/N=C/NC
Orbital gap, eV: 10.00
Lowest unoccupied orbital energy, eV: 1.1

=====

Most stable: #A